[1]
{
  "formula": "C4H14N2O",
  "method": "wB97M-V/def2-TZVPD",
  "elements": ["N", "C", "C", "C", "N", "C", "H", "H", "H", "H", "H", "H", "H", "H", "H", "H", "H", "H", "H", "H", "O"],
  "xyz": [[1.20126, 0.88246, 1.37227], [0.32178, -0.34048, 1.20958], [-1.04090, -0.13720, 1.92871], [0.06127, -0.71238, -0.34063], [1.10861, -1.25949, -1.19444], [0.60193, -2.02045, -2.44358], [1.69118, 1.38532, 0.70551], [1.84104, 0.65102, 2.23381], [0.95475, -1.25332, 1.47441], [-1.07730, 0.49541, 2.81047], [-1.87086, 0.40783, 1.35072], [-1.43190, -1.09185, 2.27292], [-0.71194, -1.53576, -0.25468], [-0.52602, 0.11042, -0.79532], [1.62915, -0.44054, -1.52645], [-0.56663, -1.74443, -2.45223], [0.44003, -3.05757, -2.09507], [1.23575, -1.78822, -3.32325], [-1.42452, 4.44942, 0.18191], [-0.79383, 3.22597, -0.64789], [-1.64283, 3.77383, -0.46677]],
  "mulliken_charge": [-0.5638, 0.5214, -1.2840, -1.0762, -0.3778, -0.7209, 0.1654, 0.2197, 0.2448, 0.4268, 0.2824, 0.3217, 0.3681, 0.3842, 0.2455, 0.2396, 0.2892, 0.3166, 0.3199, 0.3315, -0.6541],
  "homo_ev": -8.88,
  "charge": 0,
  "gap_ev": 9.6
}

=====

[2]
{
  "formula": "C3H7NO2",
  "method": "wB97M-V/def2-TZVPD",
  "elements": ["O", "C", "C", "O", "C", "N", "H", "H", "H", "H", "H", "H", "H"],
  "xyz": [[-1.31566, -0.21932, -0.54304], [-1.59252, -1.24891, 0.40101], [-0.52389, -1.41453, -0.58094], [2.12270, 0.12412, -0.32898], [1.84887, 1.25379, 0.03824], [0.60843, 1.71869, 0.30130], [-0.20332, 1.14981, 0.05276], [-1.33570, -1.00810, 1.43210], [-2.54644, -1.75188, 0.25623], [0.51452, -1.28069, -0.28643], [-0.69190, -2.02299, -1.46631], [2.63899, 2.00679, 0.20795], [0.47593, 2.69322, 0.51612]],
  "mulliken_charge": [-0.4946, -0.1782, -0.2378, -0.5783, 0.0861, -0.2603, 0.2582, 0.2280, 0.2253, 0.1877, 0.2419, 0.3222, 0.1997],
  "homo_ev": -9.90,
  "charge": 0,
  "gap_ev": 10.9
}